[1]
This record from OMol25 describes H14O7 as an isolated structure at a distorted geometry. The level of theory is ωB97M-V/def2-TZVPD.

Geometry as XYZ:
```
21
Properties=species:S:1:pos:R:3:mulliken_charge:R:1
H -0.483 1.129 -0.051 0.29
O -0.935 -0.835 3.870 -0.63
H 0.857 0.849 -0.838 0.34
H 0.146 -2.156 0.487 0.31
O -1.103 -0.626 -2.928 -0.60
H 3.846 2.039 -1.825 0.31
O 0.119 1.502 -0.693 -0.63
O 1.381 -0.874 0.308 -0.67
H 2.085 -1.498 0.046 0.31
H -2.671 0.866 2.251 0.28
O -0.215 -1.418 -0.036 -0.47
H 2.665 3.050 -1.897 0.34
H -0.594 0.078 3.632 0.30
O 3.530 2.813 -2.266 -0.64
H -0.633 -0.082 -3.599 0.31
H -1.262 -1.252 3.072 0.32
H -1.070 -1.861 -0.447 0.18
O -2.800 0.219 1.650 -0.55
H 1.256 -0.992 1.214 0.34
H -0.733 -1.509 -2.924 0.30
H -3.387 0.560 0.974 0.28
```

Results
HOMO-LUMO gap ... 0.34044 Eh
DFT total energy ... -534.905966 Eh
LUMO level ... 0.017 eV
Multiplicity ... 1

=====

[2]
This record from OMol25 describes H16HgO8 as an isolated structure at a distorted geometry. The level of theory is ωB97M-V/def2-TZVPD.

Geometry as XYZ:
```
25
Properties=species:S:1:pos:R:3:mulliken_charge:R:1
O -13.902 30.257 13.110 -0.56
H -12.753 29.605 15.441 0.28
H -10.854 34.473 11.933 0.28
H -11.421 30.027 11.490 0.29
H -11.318 29.624 15.292 0.26
H -9.526 30.539 12.840 0.25
Hg -12.229 31.911 13.437 1.71
O -10.040 31.067 13.462 -0.43
O -13.926 32.693 14.843 -0.52
H -10.236 33.589 14.985 0.27
H -12.705 30.438 11.143 0.35
O -10.906 33.688 12.441 -0.52
H -9.466 31.194 14.208 0.27
H -13.632 29.304 13.150 0.32
O -11.840 30.837 11.243 -0.63
H -13.825 32.571 15.784 0.29
O -12.047 30.203 15.196 -0.50
H -13.189 33.250 11.250 0.33
H -14.774 30.317 13.469 0.24
H -11.029 32.761 16.078 0.31
O -11.054 33.116 15.151 -0.53
H -10.031 33.787 12.873 0.25
H -14.576 33.333 12.027 0.27
O -13.633 33.279 12.133 -0.58
H -14.833 32.469 14.697 0.27
```

Results
HOMO-LUMO gap ... 0.43049 Eh
DFT total energy ... -764.318147 Eh
LUMO level ... -7.321 eV
Charge ... +2
Multiplicity ... 1

=====

Among the records above, which one has the lowest HOMO-LUMO gap? H14O7

=====

Please write out number 1 again, unchanged.
This record from OMol25 describes H14O7 as an isolated structure at a distorted geometry. The level of theory is ωB97M-V/def2-TZVPD.

Geometry as XYZ:
```
21
Properties=species:S:1:pos:R:3:mulliken_charge:R:1
H -0.483 1.129 -0.051 0.29
O -0.935 -0.835 3.870 -0.63
H 0.857 0.849 -0.838 0.34
H 0.146 -2.156 0.487 0.31
O -1.103 -0.626 -2.928 -0.60
H 3.846 2.039 -1.825 0.31
O 0.119 1.502 -0.693 -0.63
O 1.381 -0.874 0.308 -0.67
H 2.085 -1.498 0.046 0.31
H -2.671 0.866 2.251 0.28
O -0.215 -1.418 -0.036 -0.47
H 2.665 3.050 -1.897 0.34
H -0.594 0.078 3.632 0.30
O 3.530 2.813 -2.266 -0.64
H -0.633 -0.082 -3.599 0.31
H -1.262 -1.252 3.072 0.32
H -1.070 -1.861 -0.447 0.18
O -2.800 0.219 1.650 -0.55
H 1.256 -0.992 1.214 0.34
H -0.733 -1.509 -2.924 0.30
H -3.387 0.560 0.974 0.28
```

Results
HOMO-LUMO gap ... 0.34044 Eh
DFT total energy ... -534.905966 Eh
LUMO level ... 0.017 eV
Multiplicity ... 1